(1)
{"formula": "C22H21BrCl3N2O6S2Sc", "method": "ωB97M-V with the def2-TZVPD basis set", "species": ["Sc", "Cl", "C", "Cl", "Cl", "C", "O", "O", "C", "C", "N", "O", "H", "H", "H", "H", "H", "S", "C", "C", "C", "C", "C", "C", "H", "H", "H", "H", "H", "Br", "C", "C", "C", "C", "C", "N", "H", "H", "H", "H", "C", "C", "C", "C", "C", "C", "C", "S", "O", "O", "O", "H", "H", "H", "H", "H", "H", "H"], "xyz": [[-0.0324, 0.2501, 0.8070], [-0.0379, 0.5901, 5.8653], [1.0373, 1.2538, 4.6320], [1.0122, 3.0276, 4.7105], [2.6727, 0.6532, 4.8764], [0.5501, 0.8937, 3.2115], [1.3515, 1.0573, 2.2672], [-0.6242, 0.4972, 3.0339], [-3.0565, -1.5430, 2.7732], [-2.0257, -2.1547, 1.8762], [-1.9112, -3.4857, 1.8385], [-1.2886, -1.4601, 1.1753], [-3.6205, -2.2812, 3.3388], [-3.7378, -0.9557, 2.1576], [-2.5381, -0.8612, 3.4478], [-2.4604, -4.0776, 2.4330], [-1.1502, -3.8776, 1.3051], [1.5098, -1.6985, 0.7421], [3.1274, -0.9887, 0.7293], [3.4889, -0.0362, -0.2231], [4.7562, 0.5308, -0.2030], [5.6828, 0.1482, 0.7547], [5.3325, -0.8106, 1.6964], [4.0661, -1.3734, 1.6869], [2.7760, 0.2619, -0.9818], [5.0179, 1.2739, -0.9467], [6.6709, 0.5901, 0.7657], [6.0473, -1.1197, 2.4493], [3.7891, -2.1100, 2.4304], [1.7055, 3.5593, 0.1059], [-0.1192, 3.7071, 0.5611], [-0.7369, 4.9428, 0.4173], [-2.0592, 5.0515, 0.7970], [-2.7104, 3.9363, 1.3094], [-2.0118, 2.7527, 1.3990], [-0.7284, 2.6319, 1.0272], [-0.1816, 5.7780, 0.0191], [-2.5766, 5.9963, 0.6955], [-3.7429, 3.9778, 1.6244], [-2.4791, 1.8538, 1.7785], [-1.2940, -3.6905, -5.7539], [-1.2220, -2.5506, -4.7767], [-1.8905, -1.3546, -5.0235], [-1.8358, -0.3066, -4.1185], [-1.1070, -0.4612, -2.9517], [-0.4251, -1.6397, -2.6822], [-0.4880, -2.6753, -3.5982], [-1.0444, 0.8518, -1.7771], [-1.4171, 2.0711, -2.4257], [-1.8674, 0.4615, -0.6065], [0.3446, 0.8198, -1.2187], [-1.5531, -3.3394, -6.7521], [-2.0518, -4.4152, -5.4486], [-0.3418, -4.2173, -5.8128], [-2.4534, -1.2367, -5.9415], [-2.3397, 0.6301, -4.3168], [0.1676, -1.7363, -1.7788], [0.0548, -3.5921, -3.4007]], "gap_ev": 7.66, "total_charge": 0}

=====

(2)
{"formula": "C22H21BrN4O3S", "method": "ωB97M-V with the def2-TZVPD basis set", "species": ["H", "N", "C", "C", "S", "O", "O", "C", "C", "C", "C", "Br", "C", "C", "C", "C", "C", "O", "N", "C", "C", "C", "C", "C", "C", "N", "C", "N", "C", "C", "C", "C", "H", "H", "H", "H", "H", "H", "H", "H", "H", "H", "H", "H", "H", "H", "H", "H", "H", "H", "H", "H"], "xyz": [[-1.0751, 3.6150, -1.0707], [-0.2333, 3.0666, -1.2036], [-0.2847, 1.9044, -0.6940], [-1.3773, 1.3105, 0.0575], [-2.8239, 2.2795, 0.4920], [-3.0043, 3.3644, -0.4370], [-2.7438, 2.6000, 1.8903], [-4.1702, 1.1123, 0.2484], [-4.5269, 0.7801, -1.0449], [-5.5538, -0.1224, -1.2576], [-6.1981, -0.6742, -0.1599], [-7.6043, -1.9152, -0.4462], [-5.8456, -0.3405, 1.1386], [-4.8183, 0.5656, 1.3393], [-1.3299, 0.0509, 0.5329], [-0.1920, -0.7577, 0.2875], [-0.1351, -2.1057, 0.7484], [-1.0028, -2.7157, 1.3396], [1.1078, -2.7691, 0.4464], [1.2494, -4.0558, 0.8651], [2.3845, -4.7544, 0.6207], [3.4370, -4.1326, -0.0829], [3.3169, -2.8424, -0.5114], [4.3914, -2.1275, -1.2584], [2.1106, -2.1233, -0.2404], [2.0138, -0.8839, -0.6570], [0.8924, -0.1911, -0.4089], [0.8369, 1.0765, -0.8593], [1.9954, 1.6332, -1.5344], [3.1206, 2.0108, -0.5697], [2.7394, 3.1026, 0.4356], [2.1016, 2.5610, 1.7109], [-4.0083, 1.2413, -1.8707], [-5.8535, -0.3948, -2.2578], [-6.3654, -0.7814, 1.9750], [-4.5129, 0.8638, 2.3301], [-2.1415, -0.3682, 1.1088], [0.3928, -4.4485, 1.3935], [2.4784, -5.7718, 0.9605], [4.3423, -4.6859, -0.2805], [5.2473, -2.7757, -1.4213], [4.7041, -1.2453, -0.7038], [4.0079, -1.7813, -2.2157], [1.6396, 2.5185, -2.0619], [2.3623, 0.8839, -2.2388], [3.9527, 2.3610, -1.1832], [3.4498, 1.1165, -0.0379], [3.6429, 3.6500, 0.7140], [2.0550, 3.8050, -0.0411], [1.1348, 2.1052, 1.5161], [1.9470, 3.3691, 2.4219], [2.7464, 1.8165, 2.1759]], "gap_ev": 7.56, "total_charge": 0}

=====

(3)
{"formula": "C22H21BrN4O4", "method": "ωB97M-V with the def2-TZVPD basis set", "species": ["C", "C", "O", "C", "C", "C", "C", "N", "N", "C", "N", "O", "C", "C", "Br", "C", "O", "C", "C", "O", "N", "C", "C", "C", "C", "C", "C", "C", "C", "C", "C", "H", "H", "H", "H", "H", "H", "H", "H", "H", "H", "H", "H", "H", "H", "H", "H", "H", "H", "H", "H", "H"], "xyz": [[1.8366, 0.7993, -5.0348], [1.6118, -0.2187, -3.9286], [0.2409, -0.1578, -3.5715], [-0.1812, -0.7661, -2.4394], [0.5737, -1.6786, -1.7143], [0.0834, -2.2793, -0.5541], [0.9351, -3.1670, 0.2054], [0.5938, -3.5818, 1.3615], [1.4010, -4.3790, 2.0572], [1.0951, -4.8020, 3.3476], [-0.0896, -4.3421, 3.7967], [1.8563, -5.5172, 3.9554], [-1.2123, -1.9901, -0.1321], [-1.9561, -1.0812, -0.8495], [-3.6974, -0.6145, -0.2661], [-1.4755, -0.4351, -1.9850], [-2.2984, 0.4798, -2.5818], [-1.7204, 1.7356, -2.9075], [-0.9897, 2.3193, -1.6873], [0.1420, 2.7426, -1.7397], [-1.7553, 2.2508, -0.5737], [-1.3900, 2.6450, 0.7355], [-2.1580, 3.5889, 1.3712], [-1.8590, 3.9937, 2.6774], [-0.8031, 3.4394, 3.3438], [-0.0124, 2.4431, 2.7354], [1.0475, 1.8216, 3.4289], [1.7785, 0.8240, 2.8488], [1.4853, 0.4094, 1.5418], [0.4768, 1.0021, 0.8355], [-0.2999, 2.0314, 1.4054], [2.8655, 0.7480, -5.3783], [1.6360, 1.7995, -4.6597], [1.1712, 0.5945, -5.8694], [1.8605, -1.2300, -4.2786], [2.2340, 0.0264, -3.0590], [1.5690, -1.9287, -2.0458], [1.8953, -3.4438, -0.2436], [2.2973, -4.6864, 1.6785], [-0.6229, -3.7155, 3.2196], [-0.3835, -4.5664, 4.7289], [-1.6072, -2.4563, 0.7543], [-2.5612, 2.3734, -3.1931], [-1.0202, 1.6562, -3.7427], [-2.7312, 2.0119, -0.6997], [-3.0000, 4.0266, 0.8549], [-2.4726, 4.7468, 3.1484], [-0.5665, 3.7450, 4.3524], [1.2640, 2.1466, 4.4364], [2.5820, 0.3474, 3.3909], [2.0617, -0.3868, 1.0936], [0.2693, 0.6764, -0.1702]], "gap_ev": 8.32, "total_charge": 0}

=====

(4)
{"formula": "C22H21Cl61N3O6P3", "method": "ωB97M-V with the def2-TZVPD basis set", "species": ["C", "C", "Cl", "C", "C", "O", "C", "C", "C", "N", "N", "P", "N", "O", "P", "O", "P", "O", "O", "O", "H", "H", "H", "H", "H", "H", "H", "H", "H", "H", "H", "H", "H", "H", "H", "H", "H", "H", "H", "H", "H", "C", "Cl", "Cl", "Cl", "Cl", "C", "Cl", "Cl", "Cl", "Cl", "C", "Cl", "Cl", "Cl", "Cl", "C", "Cl", "Cl", "Cl", "Cl", "C", "Cl", "Cl", "Cl", "Cl", "C", "Cl", "Cl", "Cl", "Cl", "C", "Cl", "Cl", "Cl", "Cl", "C", "Cl", "Cl", "Cl", "Cl", "C", "Cl", "Cl", "Cl", "Cl", "C", "Cl", "Cl", "Cl", "Cl", "C", "Cl", "Cl", "Cl", "Cl", "C", "Cl", "Cl", "Cl", "Cl", "C", "Cl", "Cl", "Cl", "Cl", "C", "Cl", "Cl", "Cl", "Cl", "C", "Cl", "Cl", "Cl", "Cl"], "xyz": [[-4.1889, 4.3083, 2.8229], [-3.3363, 4.1155, 1.4915], [-4.2232, 5.1098, 0.2072], [-3.4742, 2.6039, 1.0354], [-2.1907, 1.6956, 1.2933], [-1.3443, 1.5115, 0.1700], [-0.7511, 2.7216, -0.3085], [-1.5252, 3.3593, -1.5529], [0.7440, 2.3574, -0.6991], [1.5307, 1.9532, 0.4803], [2.2213, 3.0581, 1.0446], [0.9439, 0.9679, -1.9617], [0.0365, 1.3480, -3.4333], [0.1869, -0.4730, -1.3800], [-1.2262, 2.1902, 2.8682], [-0.2146, 1.1387, 3.3206], [-2.8973, -0.0406, 1.6655], [-4.1355, -0.2599, 0.8095], [-1.6781, -1.1103, 1.2503], [-3.1853, -0.2872, 3.2891], [-5.2431, 4.5184, 2.4945], [-3.8411, 5.2096, 3.3820], [-4.1317, 3.3749, 3.4307], [-2.2911, 4.4864, 1.5790], [-4.3199, 2.1577, 1.6337], [-3.7966, 2.5087, -0.0345], [-0.6846, 3.5458, 0.4519], [-1.8747, 4.3867, -1.2445], [-2.4542, 2.7939, -1.8120], [-0.8471, 3.5293, -2.4268], [1.2626, 3.2636, -1.1183], [0.9493, 1.4619, 1.1659], [2.4594, 2.7855, 1.9982], [1.6519, 3.9134, 1.0326], [-0.9469, 1.1244, -3.2632], [0.4177, 0.8384, -4.2235], [0.0598, -1.0069, -2.1775], [-0.6765, 3.4980, 2.6913], [-2.2388, 2.3068, 3.8839], [-1.9831, -1.6349, 0.4925], [-3.5113, 0.5207, 3.7205], [-7.4641, -2.0521, 0.0249], [-7.0913, -2.0046, -1.7081], [-7.5158, -0.3965, 0.6555], [-9.0382, -2.8323, 0.2771], [-6.2071, -2.9710, 0.8716], [-5.0398, -0.4107, -5.0235], [-3.6609, -1.4445, -5.4472], [-5.3416, 0.7388, -6.3398], [-6.4808, -1.4153, -4.7743], [-4.6756, 0.4775, -3.5319], [2.7887, -2.3703, -4.3785], [1.1491, -1.6852, -4.3619], [3.5907, -2.0115, -2.8408], [2.6903, -4.1262, -4.6026], [3.7105, -1.6526, -5.7112], [5.0076, 1.4745, 2.8955], [5.7189, 2.9519, 2.2191], [6.1331, 0.7555, 4.0613], [3.4833, 1.8668, 3.7174], [4.6792, 0.3210, 1.5934], [-6.5152, -2.9784, -8.7327], [-5.6286, -1.5814, -9.3694], [-5.5271, -3.7916, -7.5044], [-8.0371, -2.4295, -8.0040], [-6.8666, -4.1103, -10.0524], [-2.2784, 2.1113, 7.4582], [-2.5072, 0.5691, 8.2980], [-2.3596, 3.4407, 8.6275], [-0.6937, 2.1190, 6.6610], [-3.5637, 2.3180, 6.2465], [4.1779, -3.4791, 2.4752], [4.0885, -2.9121, 0.7951], [3.5519, -2.2202, 3.5547], [3.2119, -4.9562, 2.6512], [5.8673, -3.8279, 2.8951], [-3.6350, 1.2540, -11.2662], [-5.2628, 1.9493, -11.3682], [-2.4218, 2.4394, -11.8069], [-3.3034, 0.8095, -9.5817], [-3.5432, -0.1930, -12.2867], [-0.4957, -2.8642, 4.9565], [-1.4934, -3.0506, 6.4156], [-0.4843, -1.1660, 4.4505], [1.1671, -3.3721, 5.3018], [-1.1618, -3.8686, 3.6539], [-5.3954, 4.3264, -15.0492], [-4.9522, 4.3962, -16.7655], [-5.4320, 5.9686, -14.3808], [-6.9981, 3.5843, -14.8820], [-4.2020, 3.3570, -14.1666], [4.8154, -8.8166, 4.0475], [5.3958, -9.7832, 2.6757], [3.1125, -9.1995, 4.3614], [5.7815, -9.1930, 5.4875], [4.9709, -7.0936, 3.6609], [3.0978, 5.3178, 5.7503], [3.3672, 5.4392, 4.0024], [2.9134, 6.9424, 6.4366], [1.6249, 4.3750, 6.0571], [4.4839, 4.5095, 6.5049], [9.7993, -2.4956, 3.9015], [9.0596, -4.0806, 3.6090], [9.7413, -2.1274, 5.6353], [11.4871, -2.5226, 3.3582], [8.9082, -1.2551, 3.0032], [7.2493, 3.6436, 9.8390], [6.3053, 2.4021, 10.6824], [6.8773, 5.2365, 10.5232], [8.9789, 3.3054, 10.0325], [6.8343, 3.6307, 8.1144], [6.0937, -10.6768, -1.6579], [7.7561, -11.2117, -1.9692], [5.8133, -9.1209, -2.4603], [4.9565, -11.8819, -2.2903], [5.8482, -10.4908, 0.0902]], "gap_ev": 7.74, "total_charge": 0}

=====

- Number 2 is which compound?
  C22H21BrN4O3S